Here is C34H41N3O4RbSbSe4 as an isolated structure from OMol25. Energies are from ωB97M-V/def2-TZVPD.

The geometry in XYZ format:
```
88
Properties=species:S:1:pos:R:3:lowdin_charge:R:1
Sb 1.056 5.134 -3.094 -0.363
Rb 0.694 2.009 -0.151 0.533
Se -0.494 6.218 -4.638 -0.381
Se 3.301 6.137 -2.968 -0.299
Se 0.004 5.271 -0.775 -0.123
Se 1.185 2.683 -3.541 -0.205
O -0.012 4.402 4.283 0.105
O -2.018 2.996 -1.638 0.020
O -3.604 1.729 -0.724 0.081
O 0.553 2.696 2.956 0.067
N -1.629 3.192 1.359 0.133
N -0.231 -0.599 1.233 0.095
N 0.595 -0.734 -1.327 0.078
C 3.819 1.243 1.296 -0.309
C -3.312 -3.249 2.716 -0.559
C 4.196 1.677 -1.061 -0.284
C 3.592 0.273 2.429 -0.053
C 0.887 -5.489 -2.914 -0.050
C 0.351 -3.051 -2.870 -0.162
C 4.053 3.040 -0.827 -0.032
C -3.672 4.366 0.979 0.020
C -0.659 -1.636 0.510 -0.186
C -0.770 -0.410 2.428 -0.109
C 3.843 3.525 0.463 -0.270
C -0.052 -1.797 -0.854 -0.200
C 1.093 -0.791 -2.554 -0.114
C -0.211 3.585 3.226 -0.449
C -3.484 5.105 2.129 -0.041
C -3.806 -2.882 4.115 -0.073
C -1.749 -1.231 2.973 0.001
C -2.807 2.645 -0.663 -0.550
C 0.988 -1.922 -3.359 0.018
C -2.694 3.447 0.613 -0.210
C 3.691 4.999 0.718 -0.068
C -1.463 3.906 2.468 -0.206
C -1.290 -4.664 -3.838 -0.047
C 4.500 1.179 -2.447 -0.068
C 3.735 2.613 1.513 -0.057
C -4.500 -3.177 1.747 -0.041
C -2.214 -2.307 2.232 -0.162
C -2.767 -4.684 2.755 -0.049
C 0.830 -4.235 -5.059 -0.070
C -1.644 -2.497 0.976 0.032
C 4.058 0.789 0.004 -0.048
C -0.178 -2.970 -1.582 0.023
C -2.343 4.888 2.891 0.004
C 0.202 -4.343 -3.670 -0.559
H 4.079 3.746 -1.655 0.047
H -3.544 -5.374 3.093 0.081
H -1.784 -4.793 -2.873 0.074
H -5.301 -3.839 2.086 0.082
H 4.041 -0.698 2.212 0.069
H 1.899 -4.024 -5.000 0.087
H 0.359 -3.448 -5.650 0.090
H -1.799 -3.858 -4.369 0.094
H 1.407 -1.885 -4.354 0.108
H -0.678 -3.827 -1.149 0.098
H 4.017 0.649 3.362 0.071
H -2.141 -1.000 3.953 0.100
H -4.234 -1.879 4.137 0.087
H 1.952 -5.284 -2.789 0.090
H 2.523 0.114 2.592 0.065
H -1.919 -4.755 3.440 0.089
H -4.214 -3.478 0.739 0.079
H 0.700 -5.181 -5.590 0.081
H 3.731 5.209 1.791 0.066
H -4.537 4.509 0.347 0.126
H -1.994 -3.300 0.343 0.102
H -4.204 5.858 2.423 0.106
H 1.577 0.114 -2.914 0.013
H 3.838 1.663 -3.171 0.013
H -3.001 -2.930 4.851 0.084
H -1.389 3.801 -1.417 -0.074
H -2.132 5.464 3.779 0.111
H 0.455 -5.631 -1.922 0.075
H 0.779 -6.424 -3.469 0.080
H -4.584 -3.586 4.421 0.081
H -2.429 -5.009 1.770 0.076
H 4.119 -0.280 -0.183 0.110
H -0.408 0.456 2.973 0.095
H 4.367 0.096 -2.513 0.064
H 5.533 1.414 -2.716 0.078
H 2.735 5.353 0.321 0.012
H -4.890 -2.159 1.690 0.096
H -1.413 -5.588 -4.409 0.080
H 0.851 4.152 4.643 0.126
H 4.461 5.571 0.201 0.067
H 3.548 2.983 2.517 0.107
```

Its net charge is -2. The max |F| comes out at 0.00864 Eh/bohr. The calculation puts the HOMO energy at -0.573 eV. The molar mass comes out at 1078.79 g/mol. The value obtained for the HOMO-LUMO gap is 3.6 eV.